Entry 1:
The following is a DFT calculation (ωB97M-V/def2-TZVPD) of a molecular structure, C36H100CsFeO32 at a distorted geometry.

Structure (XYZ):
```
170
Properties=species:S:1:pos:R:3
Cs 5.69 -0.45 0.58
Fe -3.30 -0.38 0.41
C 0.46 -1.20 -0.95
C 1.65 -0.69 -0.53
C 1.72 0.45 0.49
O 2.82 1.06 0.92
C 0.59 1.00 1.09
C -0.69 0.35 0.83
C -0.73 -0.69 -0.38
O -1.87 -1.02 -0.72
O -1.75 0.50 1.38
O 2.69 -1.27 -1.09
H 0.37 -2.01 -1.66
H 0.64 1.87 1.72
C -5.97 -3.27 0.38
C -5.46 -2.71 -0.77
C -5.56 -3.43 -2.11
O -5.29 -2.85 -3.25
C -6.03 -4.70 -2.26
C -6.69 -5.33 -1.04
C -6.69 -4.49 0.28
O -7.29 -4.83 1.33
O -7.21 -6.45 -1.13
O -4.84 -1.59 -0.57
H -5.80 -2.83 1.35
H -6.19 -5.24 -3.18
C 3.89 -5.50 1.59
C 3.10 -4.46 0.88
O 3.95 -3.57 0.13
H 3.31 -6.17 2.24
H 4.69 -5.11 2.21
H 4.37 -6.17 0.88
H 2.58 -3.85 1.61
H 2.38 -4.93 0.21
H 3.48 -2.83 -0.25
C -1.77 -0.20 -4.93
C -2.34 -1.58 -4.70
O -3.62 -1.65 -5.38
H -1.55 -0.21 -6.00
H -0.86 -0.10 -4.35
H -2.43 0.59 -4.57
H -2.54 -1.70 -3.63
H -1.61 -2.37 -4.88
H -4.29 -2.05 -4.82
C 1.85 -1.93 -4.86
C 3.25 -2.10 -4.23
O 3.23 -3.21 -3.41
H 1.89 -1.12 -5.59
H 1.12 -1.68 -4.08
H 1.59 -2.87 -5.34
H 3.67 -1.22 -3.75
H 4.09 -2.36 -4.88
H 3.08 -2.90 -2.52
C 7.10 -3.52 -2.90
C 6.59 -4.63 -1.94
O 6.73 -4.06 -0.69
H 6.87 -3.89 -3.90
H 8.18 -3.44 -2.86
H 6.74 -2.51 -2.70
H 7.28 -5.47 -2.06
H 5.57 -4.93 -2.17
H 5.88 -3.62 -0.54
C -1.20 -4.75 -2.41
C -0.16 -5.13 -3.45
O -0.40 -6.48 -4.00
H -2.14 -4.40 -2.85
H -0.88 -3.89 -1.82
H -1.58 -5.58 -1.80
H 0.88 -5.03 -3.16
H -0.32 -4.48 -4.31
H -1.00 -6.37 -4.75
C -1.19 3.60 5.06
C -1.03 2.74 3.72
O -2.00 1.67 3.75
H -0.81 2.97 5.86
H -2.26 3.80 5.16
H -0.62 4.52 4.90
H 0.01 2.43 3.70
H -1.31 3.38 2.88
H -1.95 1.22 2.90
C -1.25 5.22 -1.65
C -2.33 4.34 -1.05
O -1.70 3.77 0.05
H -1.73 5.86 -2.39
H -0.52 4.60 -2.18
H -0.54 5.71 -0.98
H -2.77 3.58 -1.70
H -3.09 4.97 -0.59
H -2.18 4.01 0.85
C 2.25 0.43 5.40
C 2.44 -0.48 4.15
O 3.64 -0.13 3.53
H 3.12 0.54 6.06
H 1.48 0.02 6.06
H 1.96 1.44 5.10
H 1.64 -0.22 3.45
H 2.49 -1.54 4.40
H 3.32 0.31 2.75
C 7.98 2.18 4.79
C 6.85 1.07 4.91
O 6.16 1.42 3.69
H 8.61 2.33 5.67
H 7.58 3.18 4.59
H 8.55 1.91 3.90
H 6.30 1.15 5.85
H 7.34 0.10 4.79
H 5.26 1.11 3.81
C 3.50 5.03 3.39
C 3.97 6.50 3.23
O 3.49 7.39 4.21
H 2.42 5.17 3.27
H 3.76 4.66 4.39
H 3.97 4.46 2.59
H 3.83 6.82 2.19
H 5.06 6.54 3.28
H 2.89 7.97 3.73
C 2.00 2.26 -5.18
C 2.99 1.92 -4.12
O 4.12 2.80 -4.11
H 1.28 1.45 -5.26
H 2.46 2.27 -6.17
H 1.59 3.27 -5.08
H 3.44 0.93 -4.01
H 2.64 1.86 -3.09
H 4.06 3.35 -3.33
C -9.44 1.69 -1.65
C -8.07 1.42 -2.20
O -7.08 1.30 -1.24
H -9.59 2.63 -1.14
H -9.72 0.95 -0.89
H -10.14 1.67 -2.48
H -7.94 2.21 -2.93
H -8.01 0.53 -2.83
H -6.29 1.08 -1.74
O 1.16 4.14 0.02
H 1.36 3.27 0.34
H 0.20 4.17 -0.02
O -2.89 -2.21 4.69
H -3.06 -3.15 4.61
H -2.00 -2.10 4.34
O -3.65 1.28 -0.85
H -3.77 2.20 -0.61
H -3.90 1.25 -1.78
O -0.52 -3.16 2.65
H -0.19 -2.27 2.77
H -0.15 -3.65 3.39
O 3.68 4.24 -1.42
H 3.66 3.41 -0.95
H 3.00 4.77 -1.01
O -3.66 4.06 2.00
H -4.00 3.49 2.69
H -4.37 4.11 1.37
O -2.91 -1.98 1.74
H -2.04 -2.35 1.62
H -3.43 -2.70 2.10
O -3.44 0.32 5.60
H -2.78 0.77 5.07
H -3.24 -0.61 5.49
O -5.20 0.99 -2.97
H -5.43 0.08 -3.15
H -4.92 1.33 -3.82
O -4.83 2.42 3.76
H -4.51 2.27 4.65
H -5.77 2.52 3.85
O -4.57 0.52 1.86
H -4.35 1.06 2.61
H -5.48 0.25 2.02
O 5.64 1.10 -2.00
H 5.02 1.18 -2.72
H 6.49 1.29 -2.40
```

Calculated values
- LUMO (alpha / beta) (Eh) = 0.02540 / 0.02523
- charge = -1
- spin multiplicity = 5
- expectation value of S² = 6.016
- E_HOMO (alpha / beta) (eV) = -3.64 / -3.64

---

Entry 2:
The following is a DFT calculation (ωB97M-V/def2-TZVPD) of 13 unconnected molecules or ions with the total composition C36H101N7O16 at a distorted geometry.

Structure (XYZ):
```
160
Properties=species:S:1:pos:R:3
C -8.69 -24.25 23.40
O -8.73 -24.64 24.53
N -8.44 -25.07 22.43
N -8.75 -23.02 22.96
H -7.98 -25.93 22.68
H -8.62 -24.99 21.43
H -8.98 -22.37 23.70
H -8.56 -22.79 22.00
C -2.49 -26.30 20.35
O -1.38 -26.69 20.63
N -3.12 -25.47 21.16
N -3.26 -26.54 19.35
H -2.55 -25.51 21.99
H -3.65 -24.63 20.98
H -3.01 -27.08 18.53
H -4.25 -26.51 19.54
C -5.76 -21.06 16.77
C -4.42 -21.71 16.61
O -3.44 -20.74 16.53
H -5.67 -20.43 17.66
H -6.59 -21.73 16.96
H -5.93 -20.45 15.88
H -4.59 -22.26 15.69
H -4.20 -22.21 17.55
H -2.61 -21.19 16.72
C -1.02 -18.11 16.25
C -0.67 -17.20 17.38
O -0.60 -17.96 18.57
H -2.04 -18.51 16.31
H -0.38 -18.94 15.97
H -0.94 -17.48 15.37
H -1.27 -16.29 17.39
H 0.35 -16.96 17.09
H 0.02 -18.65 18.34
C 2.12 -27.46 17.83
C 3.00 -26.39 17.32
O 2.23 -25.17 17.23
H 2.74 -28.19 18.35
H 1.53 -27.88 17.02
H 1.33 -27.09 18.49
H 3.49 -26.64 16.38
H 3.90 -26.33 17.94
H 1.96 -24.98 16.33
C 4.08 -24.17 14.55
C 2.74 -23.54 14.30
O 1.70 -24.44 14.18
H 4.41 -24.77 13.70
H 4.11 -24.90 15.36
H 4.91 -23.47 14.67
H 2.78 -23.01 13.34
H 2.58 -22.65 14.92
H 1.68 -24.60 13.23
C -5.51 -20.12 25.56
C -5.10 -21.52 25.44
O -4.66 -22.16 26.59
H -6.55 -20.06 25.88
H -5.55 -19.57 24.61
H -4.98 -19.43 26.21
H -4.36 -21.62 24.66
H -6.01 -22.06 25.16
H -4.70 -23.11 26.47
C -0.70 -23.39 22.90
C 0.74 -23.56 23.49
O 0.71 -23.03 24.83
H -0.83 -22.31 22.97
H -1.51 -23.86 23.45
H -0.76 -23.82 21.90
H 1.41 -23.03 22.82
H 0.97 -24.62 23.60
H 1.58 -22.73 25.11
C -1.08 -19.57 22.98
C -0.64 -18.18 22.52
O -1.51 -17.50 21.74
H -0.19 -20.05 23.39
H -1.31 -20.21 22.13
H -1.85 -19.61 23.75
H 0.27 -18.17 21.91
H -0.32 -17.64 23.41
H -1.22 -17.61 20.84
C -3.43 -25.24 15.18
C -2.04 -25.80 15.32
O -2.06 -27.15 15.50
H -3.55 -24.22 14.81
H -3.83 -25.25 16.19
H -4.05 -25.83 14.50
H -1.54 -25.31 16.16
H -1.46 -25.43 14.47
H -2.58 -27.47 14.76
C 4.59 -23.41 19.47
O 5.96 -23.15 19.03
C 6.29 -23.35 17.67
C 7.67 -22.73 17.52
N 8.78 -23.50 18.06
C 9.00 -24.69 17.30
C 9.77 -24.51 15.95
O 8.75 -24.14 15.07
C 9.20 -23.50 13.89
H 4.37 -22.97 20.44
H 4.25 -24.44 19.52
H 3.89 -22.96 18.77
H 5.55 -22.72 17.18
H 6.19 -24.39 17.34
H 7.58 -21.73 17.95
H 7.96 -22.47 16.50
H 8.73 -23.64 19.06
H 8.19 -25.41 17.27
H 9.70 -25.14 18.00
H 10.24 -25.46 15.69
H 10.51 -23.71 16.06
H 8.29 -23.30 13.32
H 9.77 -24.23 13.33
H 9.71 -22.54 14.01
C 1.35 -20.94 18.71
O 0.11 -21.03 17.99
C -0.05 -22.36 17.58
C -0.67 -23.22 18.71
N -2.05 -22.94 19.11
C -2.06 -21.74 19.94
C -3.45 -21.49 20.50
O -3.88 -22.65 21.29
C -5.23 -22.64 21.64
H 1.58 -21.76 19.38
H 1.43 -20.03 19.31
H 2.15 -21.00 17.97
H 0.81 -22.92 17.21
H -0.80 -22.52 16.80
H 0.03 -23.27 19.54
H -0.57 -24.23 18.32
H -2.39 -23.62 19.78
H -1.89 -20.87 19.31
H -1.42 -21.78 20.82
H -4.08 -21.53 19.61
H -3.55 -20.62 21.15
H -5.46 -21.67 22.10
H -5.24 -23.36 22.45
H -5.89 -23.06 20.88
C 3.26 -20.06 21.95
O 3.99 -19.82 20.72
C 5.40 -19.77 20.99
C 6.10 -19.54 19.63
N 6.56 -18.18 19.37
C 5.52 -17.20 19.05
C 6.20 -15.89 18.69
O 6.70 -15.24 19.83
C 5.85 -14.34 20.59
H 3.39 -19.36 22.77
H 3.37 -21.08 22.32
H 2.19 -19.91 21.80
H 5.59 -20.75 21.43
H 5.80 -19.03 21.68
H 5.58 -20.11 18.87
H 6.97 -20.18 19.75
H 7.05 -18.29 18.50
H 4.74 -17.16 19.81
H 5.05 -17.58 18.14
H 5.37 -15.32 18.28
H 6.92 -16.24 17.94
H 6.36 -13.89 21.44
H 4.87 -14.73 20.87
H 5.62 -13.50 19.93
```

Calculated values
- LUMO (Eh) = 0.00516
- E_HOMO (eV) = -8.71

---

Entry 3:
The following is a DFT calculation (ωB97M-V/def2-TZVPD) of 14 unconnected molecules or ions with the total composition C36H102N2O28 at a distorted geometry.

Structure (XYZ):
```
168
Properties=species:S:1:pos:R:3
C -6.59 -0.43 -0.17
C -5.20 0.30 -0.46
O -4.47 -0.25 -1.58
O -7.62 0.05 -1.06
H -6.94 -0.30 0.86
H -6.50 -1.52 -0.20
H -4.58 0.12 0.41
H -5.38 1.37 -0.48
H -3.53 -0.14 -1.44
H -7.17 0.31 -1.86
C -7.81 4.91 5.97
C -6.75 4.56 4.89
O -5.63 3.98 5.51
O -7.45 5.98 6.83
H -7.98 4.03 6.60
H -8.76 5.26 5.57
H -6.46 5.38 4.24
H -7.10 3.82 4.16
H -5.41 4.56 6.24
H -8.12 6.19 7.48
C 5.42 0.18 -5.28
C 4.29 -0.37 -6.21
O 3.03 -0.41 -5.59
O 5.33 -0.58 -4.07
H 5.16 1.21 -5.05
H 6.31 0.14 -5.91
H 4.67 -1.32 -6.59
H 4.24 0.31 -7.07
H 2.44 -0.70 -6.28
H 4.41 -0.76 -3.85
C 0.60 -5.24 -4.42
C 2.09 -5.31 -4.85
O 2.60 -6.65 -4.85
O -0.29 -5.54 -5.50
H 0.29 -4.26 -4.06
H 0.33 -5.84 -3.55
H 2.72 -4.66 -4.24
H 2.20 -4.88 -5.84
H 2.07 -7.12 -5.51
H -1.15 -5.77 -5.16
C 1.94 5.60 5.21
C 1.78 4.07 5.58
O 0.73 3.47 4.85
O 2.31 5.77 3.90
H 2.71 6.06 5.82
H 1.02 6.14 5.46
H 1.63 3.79 6.62
H 2.77 3.66 5.38
H 0.76 2.53 5.06
H 1.63 5.34 3.37
C 7.79 -7.47 -2.34
C 8.69 -8.37 -3.20
O 9.50 -9.33 -2.45
O 6.66 -8.11 -1.83
H 7.39 -6.64 -2.93
H 8.45 -7.03 -1.59
H 9.36 -7.81 -3.85
H 8.06 -8.91 -3.90
H 8.90 -10.05 -2.22
H 6.03 -8.14 -2.55
C 3.33 -1.09 5.49
C 4.36 -1.19 6.63
O 4.15 -0.18 7.61
O 2.00 -0.94 6.07
H 3.36 -2.03 4.95
H 3.47 -0.27 4.79
H 5.40 -1.08 6.30
H 4.37 -2.17 7.11
H 3.37 -0.50 8.07
H 1.77 -1.72 6.58
C 8.11 0.76 0.64
C 9.46 1.36 0.39
O 9.87 1.25 -0.96
O 8.09 -0.63 0.28
H 7.30 1.26 0.10
H 7.85 0.90 1.69
H 10.14 0.75 1.00
H 9.57 2.39 0.71
H 10.58 1.88 -1.10
H 7.85 -0.72 -0.64
C -8.38 5.17 -2.90
C -7.73 4.51 -4.13
O -7.72 3.05 -4.05
O -8.25 6.58 -2.89
H -7.97 4.75 -1.98
H -9.46 5.02 -2.85
H -6.70 4.83 -4.27
H -8.19 4.84 -5.06
H -8.55 2.73 -4.41
H -8.11 6.86 -1.99
C -7.41 10.92 1.54
C -7.34 12.23 0.69
O -8.14 13.23 1.37
O -8.73 10.32 1.46
H -7.33 11.18 2.60
H -6.69 10.16 1.23
H -7.69 12.04 -0.32
H -6.28 12.48 0.68
H -9.08 13.08 1.23
H -9.32 10.76 2.07
C 5.47 6.85 -1.14
C 6.38 6.96 0.02
O 6.07 5.95 0.97
O 5.63 5.57 -1.91
H 5.64 7.65 -1.86
H 4.46 7.07 -0.79
H 6.23 7.98 0.38
H 7.44 6.90 -0.23
H 5.15 6.07 1.25
H 5.51 4.88 -1.24
C -1.98 -1.04 -8.60
C -2.37 -0.09 -7.33
O -3.75 0.29 -7.47
O -0.63 -1.22 -8.67
H -2.37 -0.75 -9.57
H -2.49 -1.99 -8.45
H -1.76 0.79 -7.16
H -2.32 -0.73 -6.45
H -4.00 0.71 -6.64
H -0.48 -2.15 -8.83
C -1.94 -12.37 3.44
O -1.69 -11.06 4.01
C -0.34 -10.75 4.41
C -0.26 -9.45 5.26
N -0.90 -8.33 4.59
C -0.34 -7.95 3.33
C -1.28 -6.82 2.81
O -2.29 -7.42 2.03
C -3.31 -6.53 1.57
H -1.87 -12.38 2.35
H -2.94 -12.65 3.75
H -1.16 -13.06 3.77
H 0.24 -10.61 3.50
H 0.10 -11.61 4.91
H 0.77 -9.16 5.50
H -0.77 -9.67 6.20
H -1.83 -8.71 4.44
H -0.31 -8.62 2.47
H 0.71 -7.68 3.37
H -0.73 -6.09 2.22
H -1.72 -6.28 3.64
H -3.88 -6.05 2.36
H -4.18 -6.84 1.00
H -2.86 -5.66 1.09
C -1.61 4.11 0.74
O -0.56 4.19 -0.25
C -0.97 3.73 -1.55
C 0.20 2.95 -2.10
N 0.24 1.49 -1.83
C 0.47 1.28 -0.40
C 0.85 -0.19 0.01
O 2.20 -0.51 -0.41
C 2.54 -1.91 -0.25
H -2.42 4.83 0.58
H -1.28 4.24 1.77
H -2.13 3.16 0.83
H -1.23 4.63 -2.12
H -1.89 3.15 -1.54
H 1.16 3.44 -1.95
H 0.05 2.84 -3.17
H 0.83 1.03 -2.50
H -0.44 1.59 0.11
H 1.30 1.87 -0.02
H 0.05 -0.85 -0.35
H 0.74 -0.13 1.09
H 2.65 -2.13 0.81
H 3.52 -2.13 -0.68
H 1.91 -2.60 -0.82
```

Calculated values
- LUMO (Eh) = -0.00047
- E_HOMO (eV) = -8.80